A structure of composition C2H3FO2Sc. Source: the Open Molecules 2025 dataset; level of theory: ωB97M-V with the def2-TZVPD basis set.

```
9
Properties=species:S:1:pos:R:3:forces:R:3:mulliken_charge:R:1
F -1.0940 2.3575 0.7403 1.4 -0.9 -2.5 -0.35
H -0.6599 2.3946 -0.1362 -1.4 0.9 2.3 0.40
O 0.2271 0.4484 -0.9947 1.8 -1.2 -0.8 -0.44
C -0.4956 -0.1733 -0.2122 -0.3 0.3 -0.3 0.41
C 0.2459 -1.2267 0.6342 -0.8 -0.3 0.8 0.33
O 1.3718 -1.5009 0.2676 1.4 0.8 -1.9 -0.37
Sc 2.2455 -0.4568 -1.5567 -2.1 0.0 2.0 2.14
H -1.5930 -0.1151 -0.2212 -0.1 0.4 0.2 0.43
H -0.2478 -1.7276 1.4789 0.1 -0.1 0.2 0.45
```
Positions in Å, forces in eV/Å.

Its highest occupied orbital energy is -0.9159 Ha. The electronic energy is -1087.61075 Ha. The value obtained for the largest force on an atom is 3.0 eV/Å. Its orbital gap is 5.195 eV. The energy above the lowest of the compared OMol25 structures with the same formula, charge and spin is 5.9 kcal per mole. The charge is +3.

---

A structure of composition C2H3FO3S. Source: the Open Molecules 2025 dataset; level of theory: ωB97M-V with the def2-TZVPD basis set.

```
10
Properties=species:S:1:pos:R:3:forces:R:3:mulliken_charge:R:1
C 0.6061 0.5530 -0.3077 -1.2 -0.4 -1.2 -0.68
C 0.7658 -0.6720 0.4720 -2.3 0.0 0.8 0.24
O -1.8203 1.4513 0.3611 -1.2 1.9 0.9 -0.56
O -1.8200 -0.4106 -1.1737 -0.1 -1.1 -0.7 -0.51
O -0.8406 -0.6670 1.1783 2.9 0.7 -2.7 -0.42
F 0.7402 -1.7267 -0.3066 0.5 -1.0 0.0 -0.20
S -1.2317 0.2722 -0.0947 1.9 0.5 1.3 1.08
H 1.1538 1.4347 -0.0391 -0.6 0.6 1.2 0.37
H 0.9426 0.4245 -1.3179 -0.2 -0.6 -0.7 0.30
H 1.5042 -0.6594 1.2284 0.3 -0.6 1.2 0.39
```
Positions in Å, forces in eV/Å.

Its highest occupied orbital energy is -0.4177 Ha. The electronic energy is -801.69753 Ha. The value obtained for the largest force on an atom is 4.1 eV/Å. Its orbital gap is 11.677 eV. The energy above the lowest of the compared OMol25 structures with the same formula, charge and spin is 42.3 kcal per mole.

---

A structure of composition C2H3FOS. Source: the Open Molecules 2025 dataset; level of theory: ωB97M-V with the def2-TZVPD basis set.

```
8
Properties=species:S:1:pos:R:3:forces:R:3:mulliken_charge:R:1
C -0.8103 0.4160 -0.2518 2.3 -3.4 1.4 0.37
C 0.2306 -0.6951 0.0511 2.6 -2.0 1.1 -0.19
H 0.8860 1.4777 0.0509 -3.2 -0.8 -0.9 0.46
H 0.3818 -1.8244 -0.5595 -1.6 3.4 2.4 0.26
H 0.2553 -0.6329 1.4560 0.1 -0.8 -4.6 0.22
O -0.1616 1.5251 -0.1186 1.3 2.8 0.2 -0.49
F 1.5629 -0.1768 -0.3975 -1.2 -0.3 1.0 -0.36
S -2.3448 -0.0897 -0.2306 -0.3 1.0 -0.5 -0.27
```
Positions in Å, forces in eV/Å.

Its highest occupied orbital energy is -0.3366 Ha. The electronic energy is -651.18604 Ha. The value obtained for the largest force on an atom is 4.6 eV/Å. Its orbital gap is 8.949 eV. The energy above the lowest of the compared OMol25 structures with the same formula, charge and spin is 73.2 kcal per mole.

---

A structure of composition C2H3FOTb. Source: the Open Molecules 2025 dataset; level of theory: ωB97M-V with the def2-TZVPD basis set.

```
8
Properties=species:S:1:pos:R:3:forces:R:3:mulliken_spin:R:1
H -1.1469 0.6136 -0.4530 1.0 0.2 -0.6 0.00
O -0.4979 0.5180 0.7991 -0.2 -1.0 -1.8 0.16
C 0.6471 0.0823 -0.0022 1.0 1.2 0.2 0.00
C -0.0656 0.0716 -1.3199 -1.2 -5.0 0.6 0.00
Tb -1.4770 -0.1261 2.6409 -0.1 0.1 0.2 6.87
H 1.0652 -0.9035 0.2677 -0.2 0.5 0.0 -0.02
H 1.3880 0.9024 0.0075 0.1 -0.5 0.1 0.00
F 0.0871 -1.1585 -1.9402 -0.5 4.6 1.2 0.00
```
Positions in Å, forces in eV/Å.

Its highest occupied orbital energy (spin up / spin down) is -0.7055 / -0.6863 Ha. The electronic energy is -1076.69144 Ha. The value obtained for the largest force on an atom is 5.2 eV/Å. Its orbital gap (spin up / spin down) is 8.674 / 8.155 eV. The energy above the lowest of the compared OMol25 structures with the same formula, charge and spin is 14.2 kcal per mole. The spin multiplicity is 8. The charge is +2.